1.
Density functional theory data (ωB97M-V/def2-TZVPD) for a structure of composition C29H33IIrN6OS at a distorted geometry.

XYZ file:
```
72
Properties=species:S:1:pos:R:3
Ir 0.1589 0.1354 0.1134
C -1.6430 -2.6723 0.4691
C -2.7965 -2.1509 -0.4140
C -3.2815 -0.7773 -0.1393
C -4.7311 -0.5726 -0.0117
C -5.2607 0.7000 0.0314
C -4.3698 1.7493 -0.0681
C -2.9456 1.4685 -0.1261
N -2.4156 0.2578 -0.1069
N -0.2672 -2.3447 0.0502
C 0.6448 -2.9192 1.0503
C 0.5166 -2.2139 2.3714
C 0.8394 -2.8647 3.5507
C 0.7733 -2.1723 4.7496
C 0.3571 -0.8493 4.7329
C 0.0313 -0.2787 3.5165
N 0.1181 -0.9360 2.3484
C 0.0408 -2.8350 -1.2982
C -0.2529 -1.8239 -2.3740
C -0.3210 -2.2138 -3.7053
C -0.5872 -1.2672 -4.6780
C -0.8264 0.0486 -4.2903
C -0.7493 0.3563 -2.9503
N -0.4370 -0.5523 -2.0042
H -1.7471 -3.7632 0.4896
H -1.7825 -2.3214 1.4889
H -3.6404 -2.8270 -0.2918
H -2.5273 -2.1950 -1.4796
H -5.3868 -1.4391 0.0003
H -6.3287 0.8638 0.1142
H -4.7191 2.7768 -0.0870
H -2.2467 2.2918 -0.2072
H 1.6679 -2.8211 0.6965
H 0.4595 -3.9898 1.1861
H 1.1330 -3.9082 3.5294
H 1.0310 -2.6602 5.6814
H 0.2754 -0.2745 5.6473
H -0.3106 0.7449 3.4818
H -0.5005 -3.7624 -1.5127
H 1.0989 -3.0954 -1.3455
H -0.1806 -3.2554 -3.9723
H -0.6306 -1.5491 -5.7226
H -1.0795 0.8117 -5.0148
H -0.9687 1.3615 -2.6025
S 4.6016 -0.2397 1.8494
C 4.4829 -1.0190 0.3373
C 3.2218 -0.9015 -0.1455
N 2.3554 -0.1941 0.6684
C 2.9744 0.2218 1.7494
H 5.3273 -1.5326 -0.1040
H 2.8716 -1.3058 -1.0858
H 2.4827 0.7659 2.5478
I 2.8226 3.1475 0.0851
C 1.0259 3.4428 1.1441
C 0.8986 4.7028 1.7046
C -0.1895 4.9273 2.5382
C -1.0854 3.8912 2.7445
C -0.8698 2.6794 2.1002
N 0.1706 2.4360 1.2946
H 1.6302 5.4815 1.5206
H -0.3246 5.8925 3.0120
H -1.9422 4.0148 3.3948
H -1.5573 1.8546 2.2566
C 3.1460 2.2017 -3.7958
C 2.8325 1.1079 -2.8030
O 1.7240 1.4719 -1.9014
H 3.9353 1.8665 -4.4682
H 3.5066 3.1078 -3.2992
H 2.2801 2.4655 -4.4083
H 3.6933 0.8823 -2.1803
H 2.5411 0.1862 -3.3112
H 1.2325 2.1844 -2.3415
```

net charge	+4
orbital gap (alpha / beta)	7.435 / 4.360	eV
E_HOMO (alpha / beta)	-19.00 / -19.73	eV
strongest force on any atom	1.5	eV/A
spin multiplicity	6
E_tot	-63327.3753	eV

2.
Density functional theory data (ωB97M-V/def2-TZVPD) for a structure of composition C29H33IrN3O at a distorted geometry.

XYZ file:
```
67
Properties=species:S:1:pos:R:3
Ir -0.2416 -0.7696 0.6393
N -4.1580 -1.6779 1.0291
N -2.0949 0.9334 -0.5001
C 1.5288 -1.7882 -0.0987
C 0.4650 -2.2199 -0.9796
C -0.4886 -2.9537 -0.2034
C -1.7623 -3.5737 -0.6824
H -1.9511 -3.3244 -1.7308
H -2.6288 -3.2400 -0.0918
H -1.6998 -4.6692 -0.6034
C -0.0583 -2.9489 1.1568
C -0.7916 -3.5932 2.2913
H -0.5162 -4.6535 2.3701
H -1.8756 -3.5385 2.1355
H -0.5600 -3.1089 3.2442
C 1.2007 -2.2460 1.2323
C 2.0291 -2.0701 2.4649
H 1.3923 -2.0031 3.3516
H 2.6239 -1.1548 2.4059
H 2.7141 -2.9148 2.6060
C 0.3551 -1.9367 -2.4410
H 0.7682 -2.7681 -3.0288
H 0.8965 -1.0253 -2.7106
H -0.6923 -1.8076 -2.7382
C 2.7256 -0.9811 -0.4786
H 3.0463 -0.3508 0.3575
H 2.4843 -0.3124 -1.3118
H 3.5630 -1.6262 -0.7740
C -5.0230 -1.8511 2.0262
H -5.4262 -2.8663 2.1517
C -5.4290 -0.8172 2.8833
H -6.1717 -1.0260 3.6535
C -4.8432 0.4470 2.7503
H -5.1050 1.2746 3.4080
C -3.8981 0.6213 1.7499
H -3.3800 1.5637 1.5862
C -3.6290 -0.4457 0.8567
C -2.7110 -0.3115 -0.2281
H -2.7567 -1.0140 -1.0676
C -0.7596 0.9461 -0.2160
C -2.4008 1.9933 -1.3736
H -3.4004 2.1264 -1.7330
C -1.2611 2.6573 -1.5914
H -1.0597 3.5231 -2.1938
N -0.2226 1.9856 -0.9136
C 1.1752 2.2772 -1.0566
C 1.7342 2.3228 -2.3458
C 3.0877 2.6571 -2.4581
H 3.5269 2.6976 -3.4552
C 3.8657 2.9360 -1.3333
C 5.3070 3.3307 -1.4726
H 5.9017 2.9127 -0.6518
H 5.4269 4.4231 -1.4384
H 5.7206 2.9805 -2.4246
C 3.2739 2.8819 -0.0697
H 3.8711 3.1127 0.8133
C 1.9257 2.5580 0.0934
C 1.3375 2.5583 1.4655
H 0.3524 3.0354 1.5180
H 2.0196 3.1076 2.1282
H 1.2579 1.5417 1.8750
C 0.9617 2.0283 -3.5961
H 0.3676 2.8916 -3.9341
H 0.3054 1.1500 -3.5208
H 1.6913 1.8155 -4.3907
O -1.1314 0.3722 3.3041
C -0.7752 -0.0742 2.2905
```

net charge	-1
orbital gap (alpha / beta)	2.538 / 5.903	eV
E_HOMO (alpha / beta)	-0.21 / -4.86	eV
strongest force on any atom	2.9	eV/A
spin multiplicity	5
E_tot	-39961.4518	eV

3.
Density functional theory data (ωB97M-V/def2-TZVPD) for a structure of composition C29H33IrN6O3S at a distorted geometry.

XYZ file:
```
73
Properties=species:S:1:pos:R:3
Ir -0.5734 -0.9364 -1.8910
N -0.8448 0.5233 -3.2307
C -1.7820 1.6648 -2.9177
C -3.2158 1.2164 -3.0388
C -3.5240 0.1693 -1.9895
N -2.6646 -1.0342 -2.1910
H 0.0656 0.9304 -3.3753
H -1.1209 0.1031 -4.1198
H -1.5617 2.4753 -3.6127
H -1.5512 1.9964 -1.9081
H -3.4225 0.8291 -4.0434
H -3.8710 2.0779 -2.9089
H -4.5674 -0.1426 -2.0348
H -3.3258 0.5512 -0.9873
H -2.8339 -1.4556 -3.1047
H -2.9477 -1.7452 -1.5192
O -1.7583 -3.1022 -1.1694
S -0.7161 -3.6017 -0.2925
O -0.2299 -4.9239 -0.4645
N 0.4134 -2.4207 -0.7730
C 1.7209 -2.6360 -0.9172
C 2.4685 -3.6952 -0.3483
C 3.8412 -3.7351 -0.5190
C 4.4885 -2.7588 -1.2553
C 3.7644 -1.7037 -1.8766
C 4.3813 -0.7414 -2.6891
C 3.5903 0.2094 -3.2815
C 2.2158 0.1911 -3.0589
N 1.5794 -0.7013 -2.2912
C 2.3764 -1.6390 -1.7026
C -1.1094 -3.2675 1.3473
C -0.5974 -4.1287 2.3204
C -0.9033 -3.8784 3.6478
C -1.7072 -2.7958 3.9819
C -2.2182 -1.9512 2.9992
C -1.9197 -2.1772 1.6703
H 1.9622 -4.4667 0.2141
H 4.4136 -4.5359 -0.0707
H 5.5640 -2.7957 -1.3811
H 5.4520 -0.7624 -2.8525
H 4.0068 0.9677 -3.9292
H 1.6530 0.9704 -3.5519
H -0.0119 -4.9937 2.0394
H -0.5321 -4.5396 4.4188
H -1.9558 -2.6176 5.0200
H -2.8658 -1.1301 3.2750
H -2.3213 -1.5319 0.8996
C 1.1633 3.0337 3.2788
N 0.8013 1.8793 2.4513
N 0.1599 1.9972 1.2385
C 0.1787 0.7880 0.6231
O -0.4375 0.6538 -0.5135
C 0.8562 -0.1020 1.4636
C 1.2293 0.6216 2.5871
C 1.9619 0.1761 3.8040
C -0.5431 3.1874 0.8472
C -0.3095 3.7205 -0.4107
C -0.9852 4.8699 -0.7930
C -1.8840 5.4736 0.0776
C -2.1128 4.9251 1.3321
C -1.4408 3.7755 1.7241
H 1.0224 3.9430 2.7050
H 2.2115 2.9477 3.5535
H 0.5479 3.0680 4.1752
H 1.0390 -1.1460 1.2979
H 2.1270 -0.8976 3.7663
H 1.3944 0.4092 4.7055
H 2.9317 0.6697 3.8867
H 0.4241 3.2610 -1.0614
H -0.7866 5.3158 -1.7588
H -2.3954 6.3800 -0.2164
H -2.8222 5.3850 2.0065
H -1.6355 3.3341 2.6934
```

net charge	+3
orbital gap (alpha / beta)	6.092 / 5.469	eV
E_HOMO (alpha / beta)	-16.66 / -16.66	eV
strongest force on any atom	4.2	eV/A
spin multiplicity	2
E_tot	-59339.3218	eV